Entry 1:
C31H45IrNO2P2S4 as an isolated structure, computed with ωB97M-V with the def2-TZVPD basis set.

Atoms and positions in Å:
Ir: 0.571 0.526 0.427
S: 3.938 0.376 2.774
S: 0.580 -3.131 0.183
S: 0.274 0.730 -3.297
S: 1.176 -0.159 2.596
P: 0.795 2.750 0.712
P: -1.615 0.874 1.045
O: 0.165 -1.686 0.371
O: 0.389 1.010 -1.809
N: 2.593 0.086 -0.223
C: 0.614 -3.496 -1.583
C: -0.650 3.334 1.665
C: -3.409 2.380 -3.466
C: -2.981 -5.616 1.488
C: -1.925 -3.470 1.247
C: 4.481 -1.376 -0.234
C: 0.173 -1.059 -3.480
C: 3.216 -1.022 0.197
C: -1.871 -6.232 0.922
C: -2.888 0.134 -0.009
C: -1.756 0.869 -5.125
C: 3.629 1.929 5.050
C: 2.259 3.387 1.538
C: -0.786 -5.475 0.514
C: 2.947 1.157 3.959
C: -2.996 1.293 -5.574
C: -1.911 2.680 1.093
C: 4.517 0.620 -1.533
C: 0.648 1.581 4.849
C: -1.366 1.188 -3.829
C: 5.150 -0.540 -1.111
C: -0.902 -1.704 -2.616
C: -2.169 1.956 -3.006
C: -0.838 -4.094 0.663
C: -3.006 -4.240 1.657
C: -0.646 -3.199 -2.385
C: 1.610 1.024 3.836
C: -3.823 2.042 -4.745
C: -2.126 0.353 2.698
C: 0.727 3.753 -0.799
C: 3.244 0.890 -1.076
H: 4.711 1.827 4.993
H: -1.105 0.313 -5.788
H: -0.938 -1.194 -1.654
H: -3.198 0.522 2.806
H: 1.183 -1.388 -3.229
H: 3.305 1.573 6.030
H: 0.397 2.631 4.666
H: 0.086 -5.964 0.097
H: -0.496 3.054 2.710
H: -0.153 3.534 -1.395
H: -1.508 -3.641 -1.881
H: 6.150 -0.777 -1.448
H: -4.047 2.980 -2.831
H: -3.822 -6.214 1.810
H: -1.873 -1.571 -3.094
H: 4.934 -2.283 0.141
H: 1.499 -2.965 -1.941
H: -0.274 1.006 4.901
H: 3.381 2.991 4.988
H: 0.872 -4.558 -1.611
H: -1.846 -7.307 0.808
H: -1.895 -0.695 2.881
H: -2.106 3.044 0.082
H: 0.710 4.802 -0.497
H: 5.000 1.313 -2.208
H: 1.608 3.591 -1.417
H: -1.594 0.946 3.436
H: -3.863 -3.766 2.116
H: 1.084 1.535 5.848
H: -2.795 2.900 1.694
H: -1.814 2.214 -2.020
H: 3.160 3.103 0.995
H: -0.695 4.424 1.618
H: 2.320 2.984 2.545
H: -3.314 1.047 -6.578
H: -3.871 0.406 0.381
H: 0.033 -1.244 -4.547
H: -4.787 2.374 -5.106
H: -1.906 -2.400 1.392
H: -0.559 -3.716 -3.344
H: 2.711 1.768 -1.406
H: -2.805 0.477 -1.037
H: -2.792 -0.951 0.006
H: 2.696 -1.617 0.934
H: 2.182 4.475 1.575

Properties
LUMO energy (spin up / spin down) = -5.2 / -6.0 eV
Frontier orbital gap (spin up / spin down) = 7.318 / 6.384 eV
ΔE to the lowest compared entry with this formula, charge and spin = 1.3602 eV
E_tot = -3792.83971 hartree
Charge = +2
Spin multiplicity = 2

---

Entry 2:
A 2-piece molecular cluster, C4H7NO2S overall, computed with ωB97M-V with the def2-TZVPD basis set.

Atoms and positions in Å:
S: 0.662 -1.285 2.096
O: 1.905 0.334 -0.171
O: 0.253 -2.155 -0.896
N: -0.928 -0.216 -1.263
C: 0.167 -0.413 0.740
C: -0.873 1.102 -0.658
C: -0.150 -1.072 -0.535
C: -0.678 0.843 0.825
H: 2.624 -0.229 0.113
H: 1.263 -2.204 1.526
H: -1.806 1.796 -0.812
H: 0.051 1.559 -1.030
H: -0.120 1.748 1.060
H: -1.591 0.428 1.304
H: -0.779 -0.236 -2.299

Properties
LUMO energy (spin up / spin down) = -0.6 / -0.6 eV
Frontier orbital gap (spin up / spin down) = 8.928 / 8.932 eV
ΔE to the lowest compared entry with this formula, charge and spin = 3.4479 eV
E_tot = -759.94984 hartree
Spin multiplicity = 1

---

Entry 3:
A 10-piece molecular cluster, C30H85N5O10 overall, computed with ωB97M-V with the def2-TZVPD basis set.

Atoms and positions in Å:
O: 2.738 -4.917 1.111
O: 3.229 -0.719 2.792
O: -0.593 -1.481 -0.155
O: -2.444 2.134 -2.208
O: 1.732 2.828 3.491
O: 1.900 2.544 -3.630
O: -4.680 0.009 2.909
O: 0.514 -1.638 -3.018
O: -6.529 2.808 -1.145
O: 2.110 4.573 -1.646
N: -0.016 0.839 -1.521
N: -7.994 0.790 4.214
N: 2.596 -1.809 -1.012
N: 5.298 -1.366 0.878
N: 0.566 -7.567 -0.466
C: 0.736 2.674 -4.421
C: 0.813 -5.335 -1.203
C: -2.865 1.315 -3.242
C: -1.721 -2.279 -0.609
C: -0.852 -0.280 0.576
C: 3.316 3.329 0.133
C: 1.830 -1.982 -3.370
C: 1.851 -6.001 1.037
C: -0.520 -2.198 -3.845
C: -3.936 -1.203 2.908
C: -5.054 1.330 0.093
C: 2.624 4.858 4.313
C: 4.085 -5.210 0.789
C: -3.981 2.028 -4.005
C: 1.508 -6.489 -0.387
C: -6.692 1.086 3.624
C: -5.918 1.987 4.555
C: 1.863 -1.116 2.689
C: 5.190 -0.105 1.579
C: 3.053 4.668 -0.590
C: 3.686 0.209 1.808
C: 0.072 0.824 -0.030
C: 2.768 -1.304 -2.360
C: -6.011 -0.215 3.365
C: -0.360 2.209 0.506
C: 5.965 0.844 0.722
C: -5.555 2.764 -0.087
C: 0.552 1.369 -5.147
C: 4.281 -1.555 -2.684
C: 1.458 4.154 3.711
H: 1.705 -1.360 1.639
H: 3.122 0.101 0.882
H: -4.750 3.450 -0.349
H: -7.376 2.497 -0.818
H: -0.628 -3.282 -3.811
H: 3.962 5.129 -0.976
H: 0.305 0.559 -4.461
H: -4.039 -1.747 3.847
H: -1.854 0.084 0.350
H: -2.890 -0.995 2.685
H: -0.024 2.369 1.531
H: 5.993 1.865 1.104
H: 2.293 -6.770 1.671
H: 4.630 -1.435 0.123
H: 2.599 5.326 0.152
H: 0.800 -5.555 -2.270
H: 1.883 -3.070 -3.329
H: 4.715 -4.327 0.892
H: 0.998 -5.588 1.575
H: -4.885 2.035 4.212
H: 0.715 -8.325 0.184
H: 0.773 1.407 -1.795
H: -7.904 0.372 5.129
H: -5.965 1.590 5.569
H: -2.267 -1.661 -1.322
H: -0.458 -1.795 -4.856
H: 4.511 -5.952 1.465
H: 0.188 2.992 -0.018
H: 1.713 2.434 4.366
H: -6.394 2.966 4.619
H: 1.871 3.273 -3.006
H: 4.185 3.578 0.743
H: 4.458 -2.630 -2.656
H: -1.220 -3.092 -1.134
H: -5.996 -0.814 4.276
H: 4.947 -1.104 -1.949
H: -3.155 0.345 -2.839
H: 2.058 -1.743 -4.409
H: -0.250 1.474 -5.878
H: -2.285 -2.646 0.248
H: -1.495 -1.830 -3.525
H: -8.421 1.685 4.410
H: -0.205 -5.091 -0.899
H: -4.916 2.088 -3.448
H: -0.655 -0.324 1.647
H: 0.774 3.508 -5.123
H: 0.206 -0.062 -1.920
H: -6.033 3.170 0.805
H: 3.496 4.773 3.664
H: 2.294 5.897 4.309
H: 1.405 0.895 -5.632
H: 1.198 -0.289 2.938
H: 2.473 2.960 0.718
H: 2.596 -0.230 -2.300
H: 5.423 0.944 -0.219
H: -0.266 -7.130 -0.094
H: 1.092 0.640 0.306
H: 1.374 -4.401 -1.175
H: 3.639 2.603 -0.613
H: -1.409 2.503 0.476
H: -5.852 0.653 0.396
H: 4.474 -1.112 -3.661
H: -4.549 1.039 -0.828
H: 2.956 -2.744 -0.883
H: -4.372 1.432 0.937
H: 1.243 4.539 2.714
H: -1.617 1.752 -1.905
H: -3.724 3.008 -4.407
H: 0.560 4.201 4.326
H: -4.431 -1.889 2.221
H: 4.221 -5.621 -0.211
H: -1.960 1.078 -3.802
H: 1.676 -1.941 3.376
H: -6.854 1.709 2.744
H: 4.760 -1.959 1.493
H: -6.510 -0.880 2.659
H: -0.132 2.838 -3.783
H: 2.425 -6.787 -0.895
H: -4.249 1.447 -4.888
H: 1.616 -1.972 -0.834
H: 5.719 -0.180 2.529
H: 7.012 0.560 0.610
H: 2.832 4.471 5.310
H: 1.803 5.415 -1.991
H: 3.683 1.273 2.043

Properties
LUMO energy (spin up / spin down) = 2.3 / 2.4 eV
Frontier orbital gap (spin up / spin down) = 1.463 / 9.182 eV
ΔE to the lowest compared entry with this formula, charge and spin = 0.0000 eV
E_tot = -2219.96707 hartree
Charge = -1
Spin multiplicity = 2

---

Entry 4:
A 2-piece molecular cluster, C6H15P3 overall, computed with ωB97M-V with the def2-TZVPD basis set.

Atoms and positions in Å:
P: -1.768 0.837 0.075
P: 0.341 0.479 -0.124
P: -0.417 1.186 1.818
C: 0.606 -2.908 -3.136
C: -0.611 -2.348 -2.922
C: 1.991 2.867 -0.666
C: 0.827 2.034 -1.137
C: -1.531 -0.569 3.477
C: -0.193 -0.324 2.774
H: 1.333 -2.328 -3.731
H: -1.414 -1.362 4.267
H: 2.821 2.321 -0.606
H: -0.919 -1.421 -3.291
H: -2.134 -1.124 2.684
H: -0.062 2.581 -1.178
H: 0.666 -0.284 3.453
H: -2.076 0.168 4.014
H: -1.383 -2.733 -2.280
H: 0.103 -1.091 2.024
H: 2.229 3.665 -1.346
H: 0.801 -3.878 -2.737
H: 0.854 1.585 -2.192
H: 1.770 3.135 0.340
H: -1.834 -0.488 0.418

Properties
LUMO energy = 0.9 eV
Frontier orbital gap = 9.640 eV
ΔE to the lowest compared entry with this formula, charge and spin = 0.2058 eV
E_tot = -1261.57589 hartree
Spin multiplicity = 1

---

Entry 5:
An isolated ion of composition C2H5BrN3 and charge +1, computed with ωB97M-V with the def2-TZVPD basis set.

Atoms and positions in Å:
Br: 2.200 -0.085 3.682
N: -0.295 0.460 1.094
N: 0.095 -0.900 -1.032
N: 0.685 0.911 1.532
C: 1.467 1.170 2.486
C: -0.796 -0.191 -0.119
H: 0.533 -1.726 -0.807
H: -1.574 -0.754 0.526
H: -1.449 0.641 -0.362
H: 0.230 -0.408 -1.941
H: 1.848 2.258 2.406

Properties
LUMO energy = -5.9 eV
Frontier orbital gap = 8.424 eV
ΔE to the lowest compared entry with this formula, charge and spin = 3.8416 eV
E_tot = -2817.08295 hartree
Charge = +1
Spin multiplicity = 1

---

Entry 6:
C27H58NP3Pt as an isolated structure, computed with ωB97M-V with the def2-TZVPD basis set.

Atoms and positions in Å:
Pt: 0.322 1.259 2.034
P: -3.435 1.997 -0.364
P: 1.661 -1.795 0.872
P: -0.385 3.189 0.734
N: 0.863 -0.511 1.534
C: 3.968 -3.390 1.689
C: -4.057 1.123 1.139
C: -0.922 1.773 -1.702
C: 2.036 -1.855 -1.097
C: 2.459 -0.460 -1.576
C: -4.849 2.359 -1.513
C: 3.358 -1.973 1.787
C: -3.203 -0.158 -2.979
C: -0.770 -3.198 0.705
C: -3.150 -0.250 -1.633
C: -0.620 3.394 2.514
C: 0.825 -2.269 -1.945
C: 2.186 1.959 1.756
C: -1.175 0.957 -0.439
C: 4.343 -0.960 1.166
C: -1.924 4.302 0.332
C: 3.237 -1.701 3.302
C: 0.727 4.414 -0.141
C: -3.289 3.679 0.276
C: 1.218 -4.641 0.436
C: -1.780 2.609 -2.331
C: -1.786 -0.349 -0.928
C: 0.657 -3.662 2.682
C: 0.672 -3.403 1.171
C: 3.152 -2.847 -1.458
C: -2.251 2.078 -3.648
C: -2.094 0.504 -3.758
H: 2.897 -3.887 -1.229
H: -3.956 -0.610 -0.975
H: -1.474 2.747 2.735
H: -2.181 0.235 -4.808
H: -3.415 1.466 1.963
H: -1.592 2.470 -4.451
H: -5.081 1.461 1.336
H: -1.839 3.699 -2.153
H: -4.001 0.023 1.109
H: -0.834 4.431 2.742
H: 3.475 -0.205 -1.249
H: 0.124 1.634 -2.039
H: -1.389 -4.027 1.086
H: 0.299 3.052 3.021
H: 0.522 -3.318 -1.849
H: -4.633 3.367 -1.881
H: -1.864 -0.980 -0.017
H: 0.300 -2.768 3.214
H: 2.411 1.626 0.742
H: 1.639 -3.964 3.064
H: 4.254 -1.805 3.729
H: 2.835 1.507 2.507
H: 3.915 0.050 1.076
H: -0.245 0.791 0.190
H: 1.757 0.321 -1.249
H: -1.131 -2.245 1.101
H: 4.104 -2.587 -0.994
H: -0.037 -4.495 2.889
H: -5.000 1.716 -2.378
H: 1.075 -4.558 -0.646
H: -3.945 4.303 -0.373
H: -3.719 3.612 1.284
H: -1.784 4.859 -0.605
H: 4.717 -1.291 0.187
H: 0.486 5.463 0.116
H: 0.648 -5.528 0.758
H: -1.944 5.041 1.147
H: -3.311 2.393 -3.840
H: -4.067 -0.553 -3.600
H: 2.475 -0.463 -2.682
H: 4.182 -3.714 0.665
H: 1.034 -2.081 -3.014
H: -1.064 0.193 -3.468
H: 3.357 -4.140 2.205
H: -0.874 -3.217 -0.387
H: 1.770 4.222 0.133
H: 0.618 4.289 -1.237
H: 5.231 -0.881 1.816
H: -1.884 1.318 0.437
H: -0.029 -1.644 -1.700
H: 2.862 -0.687 3.514
H: -5.758 2.352 -0.906
H: 3.299 -2.797 -2.548
H: 2.036 3.023 1.913
H: 2.268 -4.836 0.666
H: 4.936 -3.377 2.217
H: 2.612 -2.454 3.801
H: -1.083 -0.732 -1.700

Properties
LUMO energy (spin up / spin down) = 0.3 / 0.2 eV
Frontier orbital gap (spin up / spin down) = 5.698 / 6.184 eV
ΔE to the lowest compared entry with this formula, charge and spin = 7.9558 eV
E_tot = -2261.19818 hartree
Spin multiplicity = 3

---

Entry 7:
A 7-piece molecular cluster, C36H39N7O12 overall, computed with ωB97M-V with the def2-TZVPD basis set.

Atoms and positions in Å:
O: 0.528 2.597 4.385
O: -1.400 -3.108 -6.651
O: -0.990 -1.243 -7.785
O: 2.446 2.217 5.390
O: 1.409 -4.754 -5.790
O: 2.086 1.897 -1.957
O: -0.381 -5.346 -4.941
O: -6.577 1.728 -4.264
O: 0.227 3.084 -2.073
O: 3.568 -1.418 1.130
O: -5.547 -0.163 -4.451
O: -1.765 -2.418 2.345
N: 1.368 1.924 4.993
N: 5.354 0.156 1.272
N: 0.671 -4.718 -4.821
N: 1.258 2.642 -1.454
N: -1.397 -1.929 -6.780
N: -5.832 0.794 -3.851
N: -0.859 -0.644 1.218
C: -1.899 -1.477 1.483
C: 1.300 -1.894 6.603
C: 0.850 0.552 5.506
C: 2.362 4.210 2.562
C: 6.544 0.862 0.841
C: 1.906 -0.598 5.934
C: -5.481 2.086 -1.582
C: -1.873 -1.732 -4.229
C: 1.319 -1.935 -1.338
C: -1.690 -1.075 -5.576
C: -1.108 -1.060 6.322
C: 0.954 4.313 2.136
C: -5.507 1.860 -0.138
C: -1.555 0.493 -5.624
C: 4.919 0.495 2.745
C: 1.692 3.200 -0.137
C: 0.215 -4.139 -2.359
C: 0.518 -3.003 -1.165
C: -2.374 0.521 -3.222
C: -2.086 1.235 -4.451
C: 2.195 -2.767 -3.767
C: -5.493 -0.642 -1.761
C: 2.249 -1.904 -2.524
C: 0.650 4.022 0.660
C: -5.649 0.737 -2.480
C: -5.383 0.640 0.514
C: -1.131 0.502 0.352
C: 3.105 2.865 0.498
C: 4.544 -0.879 0.635
C: -2.261 -0.893 -3.076
C: -5.384 -0.674 -0.216
C: -0.254 -2.068 6.680
C: 0.407 -0.624 1.993
C: 3.344 3.551 1.834
C: -0.710 0.343 5.815
C: 1.048 -3.889 -3.633
H: 6.379 1.795 1.174
H: -0.432 4.128 0.337
H: -1.473 0.872 -6.500
H: -2.136 0.840 0.228
H: -5.489 0.721 1.549
H: -2.712 1.166 -2.485
H: -2.300 -1.249 6.386
H: 0.397 4.852 3.021
H: -5.405 -1.532 -2.355
H: 5.284 1.501 2.955
H: 0.151 0.166 2.883
H: 5.061 -1.013 -0.381
H: 2.810 -2.565 -4.534
H: -0.439 -4.895 -2.288
H: -5.589 2.715 0.547
H: 3.783 0.577 2.670
H: 3.019 -0.366 5.941
H: -1.520 1.027 5.531
H: 7.401 0.289 1.085
H: 2.427 4.745 3.461
H: -5.154 -1.615 0.364
H: 0.493 -1.613 2.541
H: -0.738 0.609 -0.602
H: 1.935 -2.698 6.949
H: 3.817 2.242 -0.080
H: 1.094 -0.301 1.389
H: -2.063 2.337 -4.474
H: 2.987 -1.246 -2.405
H: -0.662 -3.059 6.858
H: 1.435 -1.222 -0.643
H: 5.222 -0.202 3.438
H: -2.355 -1.321 -2.131
H: -5.317 3.025 -1.931
H: -2.748 -1.115 0.922
H: -0.841 1.405 0.928
H: -0.015 -3.087 0.003
H: 6.586 0.716 -0.290
H: 4.500 3.642 2.282
H: -1.847 -2.807 -4.094

Properties
LUMO energy = -1.5 eV
Frontier orbital gap = 7.695 eV
ΔE to the lowest compared entry with this formula, charge and spin = 19.3768 eV
E_tot = -2680.16586 hartree
Spin multiplicity = 1

---

Entry 8:
One molecule with the formula C3H7NS, computed with ωB97M-V with the def2-TZVPD basis set.

Atoms and positions in Å:
S: 3.683 -0.077 -0.158
N: -0.372 -0.342 -0.283
C: 2.035 -0.399 0.132
C: 0.880 0.515 -0.058
C: -1.959 -0.149 -0.020
H: -0.206 -0.619 -1.183
H: -2.428 0.751 -0.515
H: 1.888 -1.260 1.022
H: 0.580 0.858 1.128
H: -2.586 0.091 0.975
H: -2.564 -0.874 -0.557
H: 1.048 1.505 -0.484

Properties
LUMO energy = -0.6 eV
Frontier orbital gap = 8.089 eV
ΔE to the lowest compared entry with this formula, charge and spin = 4.1385 eV
E_tot = -571.28684 hartree
Spin multiplicity = 1

---

Entry 9:
One molecule with the formula C8H17NO2S, computed with ωB97M-V with the def2-TZVPD basis set.

Atoms and positions in Å:
S: -2.646 -0.889 -1.275
O: -0.931 -1.020 1.564
O: -0.073 1.142 1.261
N: 2.112 0.114 -0.139
C: 3.335 -0.630 -0.131
C: 0.937 -2.073 -0.074
C: -1.829 1.835 -0.599
C: -0.411 -0.077 0.673
C: 1.044 -0.760 0.116
C: -2.953 0.350 1.181
C: -2.044 0.364 -0.058
C: 1.881 0.781 -1.461
H: 2.788 1.539 -1.568
H: 3.288 -1.447 -0.895
H: -3.082 -0.737 1.410
H: -2.279 -1.962 -0.525
H: -1.800 2.642 0.154
H: 0.853 1.320 1.189
H: 3.536 -1.053 0.829
H: 1.861 -0.035 -2.210
H: -0.929 2.050 -1.260
H: -0.030 -2.613 0.184
H: -0.483 -1.359 2.342
H: -2.439 0.828 1.950
H: -3.907 0.826 0.890
H: 4.285 0.039 -0.258
H: 0.982 1.345 -1.479
H: 1.697 -2.632 -0.544
H: -2.762 2.112 -1.267

Properties
LUMO energy = 0.7 eV
Frontier orbital gap = 9.314 eV
ΔE to the lowest compared entry with this formula, charge and spin = 3.6291 eV
E_tot = -918.30881 hartree
Spin multiplicity = 1